Entry 1:
The following is a quantum chemistry calculation of C23H30N2O2S in the gas phase, from the Open Molecules 2025 dataset.

Last column: Löwdin charge in e.
Atoms and positions in Å:
C 7.04 0.59 -0.21  -0.023
C 5.96 -0.38 0.30  -0.635
C 5.93 -1.66 -0.53  -0.017
O 6.25 -0.77 1.64  -0.007
C 4.66 0.28 0.23  0.061
C 3.59 0.82 0.24  0.033
C 2.30 1.41 0.19  -0.272
C 1.49 1.44 1.33  -0.047
C 0.21 1.94 1.25  -0.037
C -0.30 2.43 0.05  -0.209
C -1.75 2.81 -0.07  -0.142
N -2.62 1.68 -0.42  -0.138
C -2.28 1.08 -1.70  -0.164
C -3.33 0.03 -2.06  -0.146
N -3.52 -0.99 -1.04  -0.131
C -2.66 -2.16 -1.11  -0.135
C -1.20 -1.98 -0.76  -0.326
C -0.19 -1.61 -1.69  -0.159
C 1.03 -1.50 -1.12  -0.395
S 1.01 -1.86 0.56  1.005
C -0.69 -2.16 0.49  -0.382
C -3.72 -0.40 0.27  -0.286
C -5.13 0.22 0.34  -0.132
C -5.72 0.17 1.75  -0.270
O -6.18 -1.12 2.11  -0.064
C -2.66 0.67 0.62  -0.135
C 0.53 2.43 -1.07  -0.039
C 1.81 1.93 -1.01  -0.026
H 7.05 1.50 0.38  0.086
H 6.85 0.85 -1.25  0.088
H 8.02 0.12 -0.14  0.087
H 6.90 -2.16 -0.46  0.088
H 5.17 -2.33 -0.14  0.088
H 5.72 -1.43 -1.57  0.089
H 6.21 0.00 2.21  0.101
H 1.88 1.05 2.26  0.118
H -0.41 1.96 2.14  0.115
H -1.88 3.56 -0.86  0.124
H -2.12 3.22 0.87  0.125
H -1.28 0.62 -1.68  0.098
H -2.29 1.87 -2.46  0.126
H -4.29 0.53 -2.20  0.118
H -3.06 -0.46 -3.00  0.122
H -2.73 -2.54 -2.13  0.125
H -3.09 -2.91 -0.44  0.125
H -0.38 -1.44 -2.73  0.114
H 1.96 -1.24 -1.58  0.064
H -1.20 -2.46 1.38  0.074
H -3.63 -1.21 1.00  0.139
H -5.08 1.25 0.01  0.112
H -5.79 -0.34 -0.33  0.125
H -4.98 0.53 2.49  0.112
H -6.60 0.81 1.81  0.118
H -5.49 -1.76 1.91  0.074
H -1.68 0.18 0.75  0.105
H -2.94 1.15 1.56  0.125
H 0.16 2.82 -2.01  0.114
H 2.44 1.92 -1.89  0.119

Values from the calculation:
net charge: 0
relative energy (zero: lowest compared OMol25 entry of this formula, charge and spin): 3.611 eV
total energy: -42246.278 eV
SMILES string: CC(C)(O)C#Cc1ccc(CN2CCN(Cc3ccsc3)[C@H](CCO)C2)cc1
Kohn-Sham gap: 0.3158 hartree
multiplicity: 1
HOMO energy: -8.01 eV

Entry 2:
The following is a quantum chemistry calculation of C8H15NOS2 in the gas phase in a non-equilibrium geometry, from the Open Molecules 2025 dataset.

Last column: Löwdin charge in e.
Atoms and positions in Å:
C 1.11 -1.42 3.87  -0.141
C 0.30 -0.80 2.68  -0.362
C -0.77 0.23 3.17  -0.356
C -0.18 1.63 0.92  -0.383
C -0.32 1.87 -0.60  -0.181
C -1.36 1.02 -1.51  -0.226
C -0.62 -0.11 -1.91  -0.332
C 1.43 -0.58 -2.93  -0.768
H 2.16 -2.01 3.62  0.113
H 0.40 -2.19 4.39  0.080
H 1.26 -0.37 4.58  0.121
H -0.30 -1.57 2.21  0.090
H 1.13 -0.36 2.05  0.105
H -1.62 -0.38 3.69  0.128
H -0.29 0.82 3.98  0.092
H -0.12 2.60 1.50  0.121
H 0.63 0.97 1.09  0.037
H 0.70 1.85 -1.13  0.127
H -0.84 2.89 -0.75  0.122
H -1.73 1.61 -2.31  0.101
H -2.30 0.90 -0.87  0.125
H -1.19 -0.85 -2.55  0.146
H -0.37 -0.92 -1.08  0.164
N 0.49 0.17 -2.71  0.019
O -1.79 -0.33 0.80  -0.516
S -1.51 0.84 1.67  0.868
S 2.49 -1.62 -3.42  0.706

Values from the calculation:
net charge: 0
relative energy (zero: lowest compared OMol25 entry of this formula, charge and spin): 5.488 eV
total energy: -33743.039 eV
Kohn-Sham gap: 0.3434 hartree
multiplicity: 1
HOMO energy: -8.74 eV

Entry 3:
The following is a quantum chemistry calculation of 8 unconnected molecules or ions with the total composition C49H96ClNO28 in a non-equilibrium geometry, from the Open Molecules 2025 dataset.

Last column: Löwdin charge in e.
Atoms and positions in Å:
C 0.16 -6.56 4.50  -0.139
C 1.46 -5.53 4.58  -0.235
C 2.08 -5.30 3.07  -0.170
C 1.69 -3.82 2.44  -0.179
O 0.28 -3.44 2.65  -0.146
C -0.22 -2.60 1.51  -0.203
C -1.69 -1.91 1.89  -0.080
O -2.72 -2.81 1.35  -0.117
C -4.08 -2.41 1.71  -0.379
C -5.20 -3.43 1.03  -0.081
C -4.75 -5.02 1.06  -0.169
C -4.78 -5.74 -0.43  -0.149
C -3.57 -6.87 -0.56  -0.228
O -3.31 -7.62 0.69  -0.267
C -1.99 -8.31 0.62  -0.117
C -4.35 -2.54 3.36  -0.025
C -3.62 -3.84 4.04  -0.249
O -4.42 -4.89 4.39  -0.041
O -2.19 -4.01 4.32  -0.024
N -4.29 -0.95 1.38  -0.082
C -5.54 -0.37 2.01  -0.086
C -4.27 -0.67 -0.10  -0.240
C -2.92 -0.31 -1.00  -0.016
O -5.44 -0.68 -0.81  -0.066
O 0.76 -1.46 1.44  -0.178
C 0.89 -0.98 0.05  -0.172
C 2.15 -1.68 -0.78  -0.146
C 1.53 -2.39 -2.15  -0.257
C 1.10 -3.97 -1.88  -0.552
Cl 1.38 -4.94 -3.47  0.428
H -0.69 -6.23 5.26  0.083
H 0.48 -7.68 4.69  0.083
H -0.25 -6.47 3.40  0.057
H 2.27 -6.09 5.25  0.108
H 1.19 -4.53 5.14  0.112
H 1.68 -6.15 2.36  0.111
H 3.26 -5.42 3.14  0.116
H 1.90 -3.92 1.27  0.107
H 2.46 -3.05 2.92  0.140
H -0.26 -3.20 0.51  0.156
H -1.66 -0.84 1.42  0.128
H -1.69 -1.79 3.05  0.144
H -6.22 -3.29 1.64  0.125
H -5.46 -3.18 -0.08  0.110
H -5.59 -5.58 1.69  0.129
H -3.73 -5.21 1.61  0.106
H -4.60 -4.95 -1.28  0.116
H -5.79 -6.33 -0.53  0.117
H -3.91 -7.66 -1.38  0.131
H -2.55 -6.41 -0.92  0.121
H -1.65 -8.53 -0.48  0.094
H -1.14 -7.69 1.17  0.088
H -2.01 -9.37 1.17  0.107
H -3.92 -1.59 3.93  0.140
H -5.51 -2.65 3.61  0.144
H -1.93 -4.84 3.80  0.115
H -5.37 0.04 3.12  0.112
H -6.44 -1.14 2.07  0.107
H -5.98 0.57 1.41  0.085
H -3.23 -0.27 -2.15  0.107
H -2.23 -1.27 -0.91  0.077
H -2.38 0.66 -0.64  0.100
H 1.03 0.19 -0.04  0.139
H -0.07 -1.24 -0.56  0.089
H 2.77 -2.44 -0.12  0.110
H 2.88 -0.82 -1.18  0.113
H 2.34 -2.31 -3.01  0.109
H 0.57 -1.82 -2.56  0.115
H -0.04 -4.08 -1.56  0.080
H 1.78 -4.37 -0.99  0.080
C 6.24 2.20 4.70  -0.068
C 6.31 0.69 4.60  -0.226
O 5.17 0.09 5.23  0.021
C 4.02 0.10 4.51  -0.549
O 3.88 0.56 3.39  0.101
O 3.05 -0.47 5.27  -0.006
C 1.76 -0.45 4.66  -0.044
H 6.11 2.51 5.74  0.083
H 7.15 2.66 4.30  0.081
H 5.39 2.60 4.15  0.075
H 7.20 0.33 5.12  0.123
H 6.39 0.36 3.55  0.119
H 1.79 -0.88 3.65  0.068
H 1.38 0.57 4.63  0.101
H 1.09 -1.06 5.27  0.099
C 3.23 2.98 -0.82  -0.066
C 2.64 4.23 -1.46  -0.213
O 3.41 4.63 -2.60  0.029
C 3.18 3.93 -3.74  -0.537
O 2.38 3.01 -3.87  0.082
O 4.00 4.40 -4.70  0.003
C 3.92 3.69 -5.94  -0.040
H 4.29 3.12 -0.60  0.084
H 2.70 2.73 0.10  0.079
H 3.15 2.12 -1.50  0.066
H 2.69 5.06 -0.74  0.126
H 1.59 4.09 -1.72  0.124
H 2.89 3.63 -6.29  0.093
H 4.35 2.69 -5.82  0.108
H 4.51 4.23 -6.68  0.082
C -8.70 6.45 2.90  -0.066
C -7.82 6.74 1.70  -0.217
O -6.97 5.63 1.41  0.016
C -7.55 4.60 0.75  -0.548
O -8.71 4.55 0.38  0.108
O -6.62 3.62 0.59  -0.007
C -7.13 2.44 -0.02  -0.055
H -8.09 6.15 3.76  0.079
H -9.28 7.34 3.18  0.082
H -9.40 5.64 2.70  0.076
H -7.17 7.60 1.92  0.121
H -8.42 7.02 0.82  0.125
H -7.64 2.66 -0.96  0.103
H -7.80 1.92 0.67  0.102
H -6.28 1.78 -0.23  0.066
C -2.90 6.29 5.01  -0.069
C -3.94 6.61 3.94  -0.220
O -4.57 7.86 4.21  0.017
C -3.86 8.97 3.86  -0.550
O -2.76 8.97 3.34  0.106
O -4.58 10.06 4.21  -0.010
C -3.91 11.30 3.97  -0.053
H -3.35 6.35 6.00  0.082
H -2.49 5.29 4.86  0.080
H -2.08 7.01 4.98  0.076
H -4.72 5.85 3.96  0.121
H -3.50 6.60 2.94  0.127
H -3.56 11.37 2.94  0.097
H -3.08 11.41 4.68  0.100
H -4.62 12.11 4.15  0.094
C -0.32 5.34 -5.22  -0.059
C -0.25 3.82 -5.33  -0.220
O -1.38 3.22 -4.69  0.027
C -2.53 3.23 -5.41  -0.549
O -2.68 3.69 -6.53  0.105
O -3.51 2.66 -4.66  -0.014
C -4.80 2.68 -5.27  -0.052
H -0.44 5.64 -4.18  0.082
H 0.60 5.79 -5.62  0.078
H -1.17 5.74 -5.78  0.075
H 0.64 3.46 -4.80  0.086
H -0.17 3.49 -6.37  0.127
H -4.77 2.25 -6.27  0.097
H -5.18 3.71 -5.29  0.100
H -5.47 2.08 -4.65  0.093
C 8.20 -8.36 3.84  -0.069
C 7.16 -8.04 2.78  -0.220
O 6.53 -6.78 3.05  0.017
C 7.24 -5.68 2.70  -0.549
O 8.34 -5.68 2.18  0.107
O 6.52 -4.59 3.05  -0.013
C 7.19 -3.35 2.81  -0.047
H 7.75 -8.30 4.84  0.082
H 8.61 -9.36 3.69  0.080
H 9.02 -7.64 3.82  0.076
H 6.38 -8.80 2.80  0.123
H 7.60 -8.05 1.77  0.125
H 7.54 -3.28 1.78  0.099
H 8.02 -3.24 3.51  0.101
H 6.48 -2.54 2.99  0.087
C 7.82 0.64 -11.02  -0.069
C 6.81 0.24 -9.96  -0.219
O 6.35 1.39 -9.24  0.022
C 5.41 2.15 -9.87  -0.545
O 4.94 1.93 -10.97  0.110
O 5.12 3.21 -9.08  -0.023
C 4.21 4.13 -9.66  -0.050
H 8.63 1.22 -10.58  0.082
H 8.24 -0.25 -11.50  0.081
H 7.37 1.27 -11.79  0.076
H 7.28 -0.42 -9.23  0.123
H 5.96 -0.31 -10.40  0.125
H 3.30 3.63 -10.00  0.102
H 4.69 4.66 -10.48  0.102
H 3.92 4.86 -8.89  0.084

Values from the calculation:
net charge: 0
total energy: -123700.691 eV
SMILES string: CCCCO[C@@H](CO[C@@](CCCCOC)(CC(=O)O)N(C)C(C)=O)OCCCCCl.CCOC(=O)OC.CCOC(=O)OC.CCOC(=O)OC.CCOC(=O)OC.CCOC(=O)OC.CCOC(=O)OC.CCOC(=O)OC
Kohn-Sham gap: 0.3592 hartree
multiplicity: 1
HOMO energy: -9.65 eV

Entry 4:
The following is a quantum chemistry calculation of 2 unconnected molecules or ions with the total composition Br3H2PSi in a non-equilibrium geometry, from the Open Molecules 2025 dataset.

Last column: Löwdin charge in e.
Atoms and positions in Å:
Si -0.83 0.31 0.46  -0.696
P 2.04 0.15 -0.62  0.549
Br -1.75 -1.51 -0.51  0.190
Br -1.23 0.24 2.65  0.231
Br -1.73 2.31 -0.26  0.155
H 1.32 -0.23 -1.71  -0.291
H 2.18 -1.28 -0.02  -0.138

Values from the calculation:
net charge: 0
relative energy (zero: lowest compared OMol25 entry of this formula, charge and spin): 1.558 eV
total energy: -227327.880 eV
Kohn-Sham gap: 0.2682 hartree
multiplicity: 1
HOMO energy: -9.11 eV